Version P
ORCA calculation (ωB97M-V with the def2-TZVPD basis set) on a cluster of 2 separate species, C5H15NO in total.

Last column: Mulliken charge in e.
Cartesian coordinates (Å):
C1 0.454 1.975 1.072  -1.112
C2 1.209 1.721 -0.212  -0.268
C3 1.487 0.206 -0.718  -0.605
N1 0.334 -0.679 -0.851  -0.183
C4 -0.995 -0.503 -0.240  -0.565
C5 -1.862 0.584 -0.980  -1.077
H1 0.735 2.950 1.571  0.304
H2 -0.625 1.916 0.969  0.278
H3 0.601 1.088 1.727  0.283
H4 2.318 2.027 -0.073  0.296
H5 0.677 2.293 -0.935  0.327
H6 1.903 0.294 -1.733  0.306
H7 2.218 -0.284 0.017  0.235
H8 0.131 -0.837 -1.818  0.261
H9 -0.756 -0.136 0.711  0.208
H10 -1.510 -1.455 -0.129  0.483
H11 -2.931 0.612 -0.695  0.327
H12 -1.744 0.276 -2.050  0.328
H13 -1.439 1.591 -0.836  0.202
O1 -0.484 -2.990 1.603  -0.630
H14 -0.049 -2.177 1.749  0.283
H15 0.240 -3.386 1.119  0.322

Calculated values
SMILES: CCCNCC.O
HOMO energy in eV: -8.508
E_LUMO in eV: 0.9
Kohn-Sham gap in eV: 9.42

***

Version Q
ORCA calculation (ωB97M-V with the def2-TZVPD basis set) on a cluster of 2 separate species, C5H15NO in total.

Last column: Mulliken charge in e.
Cartesian coordinates (Å):
C1 -1.039 1.025 2.656  -1.346
C2 -0.561 -0.036 1.670  -0.359
C3 -0.445 0.451 0.223  -0.125
N1 0.927 0.419 -0.282  -0.071
C4 1.556 -0.884 -0.487  -1.116
C5 1.004 1.182 -1.560  -1.028
H1 -0.194 1.559 3.092  0.309
H2 -1.696 1.758 2.196  0.356
H3 -1.609 0.660 3.505  0.366
H4 -1.194 -0.935 1.723  0.349
H5 0.360 -0.470 2.074  0.310
H6 -0.783 1.483 0.210  0.549
H7 -1.112 -0.125 -0.423  -0.351
H8 2.544 -0.604 -0.842  0.424
H9 1.137 -1.555 -1.247  0.345
H10 1.573 -1.484 0.426  0.309
H11 1.920 1.749 -1.492  0.314
H12 1.150 0.482 -2.391  0.281
H13 0.106 1.750 -1.758  0.435
O1 -1.148 -1.791 -1.927  -0.635
H14 -0.781 -2.044 -1.068  0.367
H15 -1.871 -1.221 -1.642  0.317

Calculated values
SMILES: CCCN(C)C.O
HOMO energy in eV: -8.414
E_LUMO in eV: 0.9
Kohn-Sham gap in eV: 9.28

***

Order of stability, best first: version Q, version P

***

Version P
ORCA calculation (ωB97M-V with the def2-TZVPD basis set) on a cluster of 2 separate species, C5H15NO in total.

Last column: Mulliken charge in e.
Cartesian coordinates (Å):
C1 -1.317 0.478 -1.028  -0.425
C2 -1.112 -1.033 -1.002  -0.660
N1 -0.818 -1.652 0.321  -0.389
C3 0.333 -1.055 1.066  0.393
C4 1.650 -1.314 0.337  -1.431
C5 0.277 0.299 1.791  -1.417
H1 -1.370 0.975 -1.990  0.453
H2 -2.080 0.765 -0.297  0.257
H3 -0.394 0.846 -0.575  -0.248
H4 -0.231 -1.342 -1.562  0.385
H5 -1.945 -1.614 -1.403  0.340
H6 -1.595 -1.424 0.944  0.312
H7 0.473 -1.632 1.992  0.304
H8 1.691 -0.824 -0.641  0.280
H9 1.841 -2.369 0.165  0.304
H10 2.416 -0.848 0.960  0.437
H11 0.761 0.301 2.781  0.434
H12 -0.730 0.545 2.161  0.358
H13 0.711 1.179 1.304  0.305
O1 0.735 3.042 -1.969  -0.626
H14 0.455 3.940 -2.157  0.317
H15 0.250 2.736 -1.198  0.320

Calculated values
SMILES: CCNC(C)C.O
HOMO energy in eV: -9.124
E_LUMO in eV: 0.8
Kohn-Sham gap in eV: 9.92

***

Version Q
ORCA calculation (ωB97M-V with the def2-TZVPD basis set) on a cluster of 2 separate species, C5H15NO in total.

Last column: Mulliken charge in e.
Cartesian coordinates (Å):
C1 -0.760 -0.004 -1.957  -1.208
C2 -1.273 -0.277 -0.525  -0.303
N1 -0.255 0.036 0.480  -0.372
C3 -0.601 1.028 1.500  0.508
C4 -1.930 0.742 2.231  -1.322
C5 0.568 1.114 2.484  -1.499
H1 0.319 0.075 -1.837  0.316
H2 -1.137 -0.725 -2.668  0.328
H3 -1.029 0.975 -2.350  0.296
H4 -1.526 -1.326 -0.482  0.367
H5 -2.185 0.282 -0.313  0.255
H6 0.046 -0.797 0.953  0.224
H7 -0.636 2.021 1.043  0.223
H8 -1.731 0.481 3.276  0.417
H9 -2.473 -0.093 1.797  0.377
H10 -2.578 1.616 2.293  0.254
H11 0.227 1.625 3.385  0.410
H12 1.386 1.693 2.062  0.344
H13 0.904 0.120 2.761  0.385
O1 3.624 -2.348 -3.515  -0.640
H14 4.350 -1.773 -3.757  0.320
H15 2.816 -2.072 -3.943  0.320

Calculated values
SMILES: CCNC(C)C.O
HOMO energy in eV: -8.656
E_LUMO in eV: 1.0
Kohn-Sham gap in eV: 9.62

***

Version R
ORCA calculation (ωB97M-V with the def2-TZVPD basis set) on a cluster of 2 separate species, C5H15NO in total.

Last column: Mulliken charge in e.
Cartesian coordinates (Å):
C1 -0.209 -1.761 0.381  -1.015
C2 -0.978 -0.471 -0.020  -0.730
C3 -0.292 0.924 0.300  0.089
C4 1.231 0.833 -0.284  -1.017
N1 -1.150 1.959 -0.199  -0.264
C5 -1.018 3.396 0.292  -0.809
H1 -0.711 -2.842 0.610  0.224
H2 0.200 -1.521 1.317  0.315
H3 0.451 -1.806 -0.457  0.314
H4 -0.896 -0.286 -1.177  0.251
H5 -1.989 -0.364 0.234  0.468
H6 -0.274 1.127 1.434  0.288
H7 1.059 0.385 -1.316  0.235
H8 1.866 1.724 -0.603  0.313
H9 1.838 0.239 0.377  0.287
H10 -1.456 2.005 -1.174  0.234
H11 -0.806 3.513 1.442  0.240
H12 -1.913 3.990 0.217  0.331
H13 -0.231 3.988 -0.288  0.254
O1 1.956 -4.855 -0.722  -0.650
H14 1.226 -5.554 -0.590  0.326
H15 2.094 -4.622 0.223  0.316

Calculated values
SMILES: CC[C@@H](C)NC.O
HOMO energy in eV: -8.367
E_LUMO in eV: 0.8
Kohn-Sham gap in eV: 9.18

***

Version S
ORCA calculation (ωB97M-V with the def2-TZVPD basis set) on a cluster of 2 separate species, C5H15NO in total.

Last column: Mulliken charge in e.
Cartesian coordinates (Å):
C1 -1.515 0.951 0.724  -1.429
C2 -1.119 0.431 -0.631  0.584
C3 -1.108 1.442 -1.798  -1.431
N1 -0.034 -0.546 -0.723  0.015
C4 -0.235 -1.675 0.202  -1.108
C5 1.316 -0.016 -0.499  -0.911
H1 -0.947 1.805 1.119  0.329
H2 -1.478 0.243 1.557  0.371
H3 -2.544 1.307 0.753  0.412
H4 -1.914 -0.198 -1.069  0.153
H5 -1.088 0.836 -2.714  0.395
H6 -2.058 1.975 -1.795  0.375
H7 -0.279 2.124 -1.978  0.333
H8 0.493 -2.433 -0.110  0.379
H9 0.090 -1.477 1.233  0.355
H10 -1.235 -2.061 0.086  0.342
H11 2.057 -0.763 -0.760  0.317
H12 1.477 0.324 0.535  0.349
H13 1.401 0.899 -1.087  0.234
O1 2.824 -0.976 2.756  -0.632
H14 3.620 -1.175 2.249  0.324
H15 2.277 -1.017 1.949  0.246

Calculated values
SMILES: CC(C)N(C)C.O
HOMO energy in eV: -8.702
E_LUMO in eV: 0.8
Kohn-Sham gap in eV: 9.52

***

Order of stability, best first: version Q, version P, version S, version R

***

Version P
ORCA calculation (ωB97M-V with the def2-TZVPD basis set) on a cluster of 2 separate species, C5H15NO in total.

Last column: Mulliken charge in e.
Cartesian coordinates (Å):
C1 -0.424 3.524 -0.283  -0.869
N1 -0.570 2.072 -0.259  -0.361
C2 0.577 1.455 -0.954  -0.883
C3 0.418 -0.063 -1.117  0.767
C4 -0.195 -0.729 0.118  -1.442
C5 1.771 -0.718 -1.410  -1.540
H1 0.576 3.814 0.056  0.308
H2 -0.559 3.984 -1.275  0.302
H3 -1.131 3.981 0.403  0.310
H4 -1.374 1.858 -0.851  0.233
H5 0.686 1.910 -1.941  0.377
H6 1.455 1.633 -0.313  0.374
H7 -0.260 -0.264 -1.955  0.206
H8 0.475 -0.672 0.983  0.304
H9 -1.129 -0.296 0.472  0.360
H10 -0.352 -1.786 -0.075  0.424
H11 1.635 -1.805 -1.429  0.389
H12 2.262 -0.392 -2.317  0.374
H13 2.472 -0.497 -0.594  0.367
O1 -2.491 -5.667 4.156  -0.644
H14 -1.747 -5.954 3.594  0.323
H15 -2.094 -5.387 4.990  0.321

Calculated values
SMILES: CNCC(C)C.O
HOMO energy in eV: -9.026
E_LUMO in eV: 0.9
Kohn-Sham gap in eV: 9.98

***

Version Q
ORCA calculation (ωB97M-V with the def2-TZVPD basis set) on a cluster of 2 separate species, C5H15NO in total.

Last column: Mulliken charge in e.
Cartesian coordinates (Å):
C1 0.669 1.131 -2.166  -1.256
C2 0.297 0.066 -1.121  -0.411
C3 0.276 0.598 0.316  0.549
C4 -0.782 1.689 0.482  -1.399
C5 -0.034 -0.558 1.274  -0.858
N1 0.084 -0.141 2.672  -0.574
H1 1.559 0.858 -2.730  0.324
H2 -0.119 1.291 -2.896  0.286
H3 0.893 2.082 -1.684  0.336
H4 -0.683 -0.375 -1.344  0.330
H5 1.023 -0.755 -1.168  0.218
H6 1.290 0.958 0.530  0.218
H7 -0.395 2.669 0.195  0.340
H8 -1.643 1.443 -0.144  0.315
H9 -1.076 1.723 1.530  0.448
H10 -1.065 -0.857 1.079  0.328
H11 0.583 -1.439 1.083  0.390
H12 1.009 -0.297 3.054  0.222
H13 -0.555 -0.637 3.277  0.210
O1 -0.274 -3.455 -0.552  -0.646
H14 -1.189 -3.150 -0.511  0.315
H15 0.133 -2.844 -1.177  0.316

Calculated values
SMILES: CC[C@@H](C)CN.O
HOMO energy in eV: -9.207
E_LUMO in eV: 0.8
Kohn-Sham gap in eV: 10.05

***

Version R
ORCA calculation (ωB97M-V with the def2-TZVPD basis set) on a cluster of 2 separate species, C5H15NO in total.

Last column: Mulliken charge in e.
Cartesian coordinates (Å):
C1 2.865 0.554 0.442  -1.119
C2 1.797 1.117 -0.459  -0.537
C3 0.662 0.111 -0.743  -0.286
C4 0.038 -0.436 0.573  -0.750
N1 -1.185 -1.142 0.357  -0.391
C5 -1.083 -2.106 -0.759  -0.717
H1 2.554 0.482 1.473  0.322
H2 3.335 -0.387 -0.025  0.246
H3 3.759 1.271 0.420  0.339
H4 2.230 1.338 -1.455  0.311
H5 1.388 2.068 -0.080  0.323
H6 0.978 -0.820 -1.374  0.330
H7 -0.013 0.777 -1.313  0.219
H8 -0.360 0.465 1.135  0.285
H9 0.657 -0.915 1.310  0.341
H10 -1.723 -0.433 -0.060  0.317
H11 -0.919 -1.457 -1.752  0.250
H12 -1.952 -2.898 -0.714  0.237
H13 -0.087 -2.660 -0.623  0.279
O1 -4.376 1.608 0.850  -0.630
H14 -3.590 1.974 1.183  0.310
H15 -4.973 1.488 1.614  0.322

Calculated values
SMILES: CCCCNC.O
HOMO energy in eV: -8.798
E_LUMO in eV: 0.8
Kohn-Sham gap in eV: 9.59

***

Order of stability, best first: version Q, version P, version R